1.
ORCA calculation (ωB97M-V/def2-TZVPD) on C32H29Br3CoN2O3 as an isolated structure.

The value obtained for the LUMO energy (spin up / spin down) is -3.257 / -5.431 eV. The energy above the lowest of the compared OMol25 structures with the same formula, charge and spin comes out at 0.040 eV. As for the multiplicity: 5. As for the expectation value of S²: 6.044. The calculation puts the molecular weight at 788.2 g/mol. Its net charge is +1. For the total energy, the calculation gives -290525.0316 eV. The value obtained for the gap between HOMO and LUMO (spin up / spin down) is 6.7 / 4.7 eV. The calculation puts the HOMO energy (spin up / spin down) at -9.96 / -10.16 eV.

Element x y z (Å)
Co 0.049 -1.120 0.691
Br -3.916 -3.097 -1.881
C -3.936 -1.397 -1.121
C -4.950 -0.508 -1.416
C -4.947 0.768 -0.871
Br -6.338 1.922 -1.337
C -3.916 1.213 0.024
C -3.851 2.487 0.609
C -2.804 2.781 1.446
C -1.836 1.802 1.696
N -1.879 0.596 1.162
C -2.891 0.312 0.340
C -2.848 -1.032 -0.252
O -1.899 -1.790 -0.009
H -5.745 -0.804 -2.085
H -4.614 3.222 0.392
H -2.714 3.754 1.907
H -0.988 2.020 2.333
C -1.519 -2.019 3.259
O -0.254 -1.575 2.767
C 0.828 -2.007 3.590
C 2.089 -1.396 3.044
O 2.147 -1.772 1.684
C 3.347 -1.366 1.034
H -1.664 -1.657 4.279
H -1.572 -3.110 3.244
H -2.281 -1.603 2.608
H 0.882 -3.100 3.572
H 0.660 -1.676 4.618
H 2.952 -1.778 3.599
H 2.071 -0.304 3.136
H 3.455 -0.281 1.061
H 3.273 -1.694 0.000
H 4.208 -1.844 1.510
C 2.411 5.665 0.088
C 2.505 4.734 -0.938
C 2.170 3.406 -0.720
C 1.732 2.977 0.535
C 1.664 3.923 1.561
C 1.991 5.252 1.344
C 1.327 1.585 0.859
C 0.904 0.601 0.059
C 0.763 0.698 -1.409
C -0.409 1.209 -1.979
C -0.605 1.187 -3.354
C 0.366 0.658 -4.193
C 1.540 0.159 -3.642
C 1.730 0.169 -2.269
H 2.674 6.699 -0.088
H 2.848 5.043 -1.917
H 2.266 2.699 -1.529
H 1.353 3.606 2.551
H 1.927 5.965 2.156
H 1.325 1.401 1.934
H -1.158 1.652 -1.333
H -1.514 1.600 -3.775
H 0.217 0.649 -5.264
H 2.311 -0.242 -4.287
H 2.647 -0.227 -1.846
Br 1.089 -6.394 -3.425
C 0.886 -4.943 -2.251
C 1.204 -5.083 -0.911
C 1.043 -3.985 -0.087
N 0.592 -2.804 -0.518
C 0.273 -2.695 -1.814
C 0.413 -3.728 -2.719
H 1.572 -6.017 -0.514
H 1.301 -4.042 0.962
H -0.108 -1.736 -2.143
H 0.154 -3.587 -3.758

---

2.
ORCA calculation (ωB97M-V/def2-TZVPD) on C32H29BrCl5GdN4O2 as an isolated structure.

The value obtained for the LUMO energy (spin up / spin down) is 0.349 / -1.441 eV. The energy above the lowest of the compared OMol25 structures with the same formula, charge and spin comes out at 0.186 eV. As for the multiplicity: 8. As for the expectation value of S²: 16.056. The calculation puts the molecular weight at 916.0 g/mol. Its net charge is 0. For the total energy, the calculation gives -197201.4044 eV. The value obtained for the gap between HOMO and LUMO (spin up / spin down) is 8.1 / 6.3 eV. The calculation puts the HOMO energy (spin up / spin down) at -7.73 / -7.73 eV.

Element x y z (Å)
Gd 0.140 -0.255 0.136
C -1.724 -1.503 -2.418
N -2.313 -1.288 -1.084
C -3.465 -0.390 -1.266
C -3.978 0.350 -0.040
C -3.196 1.601 0.331
N -1.909 1.334 0.962
C -1.751 1.833 2.129
C -0.526 1.848 2.915
C -0.635 2.031 4.301
C 0.482 2.134 5.098
C 1.744 2.104 4.494
C 1.881 1.964 3.133
C 0.750 1.814 2.303
O 0.888 1.633 1.015
C -2.722 -2.609 -0.576
C -3.084 -2.734 0.902
C -2.019 -2.196 1.874
N -0.706 -2.256 1.250
C -0.057 -3.357 1.313
C 1.138 -3.699 0.572
C 1.890 -4.791 1.030
C 3.036 -5.194 0.386
C 3.422 -4.518 -0.777
C 2.687 -3.468 -1.275
C 1.531 -3.007 -0.607
O 0.877 -1.973 -1.056
H -2.501 -1.753 -3.155
H -0.984 -2.297 -2.376
H -1.229 -0.593 -2.755
H -4.286 -0.966 -1.724
H -3.174 0.359 -2.009
H -4.058 -0.302 0.830
H -4.999 0.670 -0.266
H -3.807 2.233 0.988
H -3.003 2.181 -0.580
H -2.601 2.340 2.608
H -1.624 2.085 4.743
H 0.387 2.249 6.168
H 2.632 2.193 5.108
H 2.856 1.947 2.663
H -1.884 -3.278 -0.769
H -3.565 -2.983 -1.179
H -3.209 -3.806 1.079
H -4.054 -2.288 1.128
H -2.030 -2.776 2.804
H -2.230 -1.157 2.139
H -0.434 -4.146 1.978
H 1.561 -5.305 1.926
H 3.623 -6.018 0.766
H 4.320 -4.826 -1.299
H 2.987 -2.942 -2.172
Cl 1.464 -1.724 3.674
C 2.655 -1.379 2.448
C 2.272 -0.794 1.266
C 3.249 -0.455 0.359
Cl 2.791 0.398 -1.117
C 4.593 -0.756 0.559
Cl 5.784 -0.368 -0.621
C 4.957 -1.400 1.742
Cl 6.604 -1.819 2.014
C 3.991 -1.702 2.699
Cl 4.460 -2.478 4.165
Br -1.805 1.342 -4.790
C -1.499 2.542 -3.346
C -2.200 3.740 -3.355
C -1.915 4.649 -2.352
C -0.945 4.331 -1.415
C -0.313 3.103 -1.502
N -0.596 2.198 -2.449
H -2.924 3.945 -4.128
H -2.433 5.598 -2.316
H -0.671 5.017 -0.627
H 0.432 2.821 -0.767

---

3.
ORCA calculation (ωB97M-V/def2-TZVPD) on a 5-piece molecular cluster, C32H29Cl2N5O10 overall at a distorted geometry.

The value obtained for the LUMO energy is -1.347 eV. The energy above the lowest of the compared OMol25 structures with the same formula, charge and spin comes out at 15.139 eV. As for the multiplicity: 1. The calculation puts the molecular weight at 714.5 g/mol. Its net charge is 0. For the total energy, the calculation gives -86596.3438 eV. The value obtained for the gap between HOMO and LUMO is 7.5 eV. The calculation puts the HOMO energy at -8.88 eV.

Element x y z (Å)
Cl 0.230 5.056 0.556
C 0.135 3.973 -0.797
C 1.470 3.791 -1.566
Cl 1.940 5.235 -2.613
H -0.514 4.354 -1.585
H -0.123 2.968 -0.464
H 1.367 2.925 -2.220
H 2.368 3.567 -0.990
C -1.194 0.373 -2.014
C -0.211 1.369 -1.848
C 0.792 1.162 -0.904
C 0.841 0.015 -0.105
C -0.193 -0.936 -0.305
C -1.214 -0.753 -1.247
N 1.861 -0.163 0.899
O 1.686 -1.007 1.781
O 2.788 0.587 0.814
H -2.060 0.567 -2.629
H -0.224 2.269 -2.445
H 1.484 1.937 -0.608
H -0.079 -1.839 0.276
H -2.072 -1.404 -1.336
C 6.295 2.192 0.527
C 5.250 1.216 0.398
C 4.368 1.229 -0.690
C 4.720 2.071 -1.781
C 5.869 2.828 -1.686
C 6.558 2.971 -0.526
N 3.838 2.118 -2.972
O 3.002 1.279 -3.230
O 3.938 3.024 -3.736
H 6.807 2.316 1.470
H 5.041 0.629 1.281
H 3.448 0.665 -0.731
H 6.154 3.401 -2.557
H 7.297 3.757 -0.562
C -5.535 0.722 -0.166
C -5.962 1.740 -1.041
C -5.046 2.391 -1.825
C -3.665 2.123 -1.665
C -3.318 1.003 -0.847
C -4.229 0.276 -0.080
N -2.682 3.066 -2.335
O -1.481 2.808 -2.354
O -3.132 4.170 -2.674
H -6.295 0.188 0.386
H -7.021 1.752 -1.254
H -5.528 3.134 -2.443
H -2.297 0.772 -0.580
H -3.904 -0.586 0.484
C 1.816 -6.013 0.185
C 0.938 -5.109 -0.330
C 0.342 -4.204 0.471
C 0.658 -4.217 1.880
C 1.578 -5.057 2.412
C 2.115 -6.021 1.515
N 0.017 -3.204 2.798
O -0.023 -2.094 2.541
O -0.677 -3.651 3.737
H 2.329 -6.752 -0.414
H 0.657 -5.153 -1.372
H -0.298 -3.388 0.171
H 1.643 -5.080 3.489
H 2.807 -6.745 1.918
C -2.784 -0.114 3.631
C -1.550 -0.245 2.989
C -1.397 -1.193 2.018
C -2.402 -2.104 1.624
C -3.654 -1.974 2.290
C -3.768 -0.940 3.191
N -2.213 -3.174 0.601
O -1.521 -2.883 -0.328
O -2.780 -4.210 0.696
H -3.060 0.598 4.394
H -0.693 0.375 3.205
H -0.399 -1.164 1.604
H -4.471 -2.637 2.049
H -4.778 -0.948 3.575

---

Q: What is the total energy in the first record?
A: -290525.0316 eV